Entry 1:
Below is a 12-piece molecular cluster, C2H25O13 overall in a non-equilibrium geometry, with properties calculated with ωB97M-V with the def2-TZVPD basis set.

Summary:
**Energy above the lowest of the compared OMol25 structures with the same formula, charge and spin**: 72.18 kcal/mol
**Orbital gap**: 0.24785 Eh
**Highest occupied orbital energy**: -4.55 eV

Geometry as ORCA input:
```
! RIJCOSX wB97M-V def2-TZVPD def2/J DEFGRID3
* xyz -1 1
C -3.38 5.99 31.77
C -3.00 4.58 31.46
O -2.40 4.30 30.41
O -3.26 3.65 32.29
H -2.55 6.53 32.22
H -4.18 6.08 32.50
H -3.52 6.52 30.82
O -5.32 6.45 37.14
H -4.56 5.88 37.00
H -5.78 6.05 37.89
O 1.76 0.52 30.28
H 1.08 1.18 30.39
H 2.43 0.95 29.74
O 1.67 5.39 30.07
H 1.86 5.41 31.01
H 0.73 5.21 30.02
O -2.61 3.01 36.75
H -2.61 2.49 35.95
H -1.85 3.59 36.65
O -3.04 7.28 26.27
H -3.85 7.47 25.79
H -3.13 6.36 26.54
O -6.12 10.41 34.90
H -5.35 10.86 34.57
H -5.77 9.59 35.26
O -7.13 3.34 29.89
H -7.71 3.07 30.61
H -6.26 3.35 30.28
O -3.36 -0.20 29.33
H -2.92 0.52 29.77
H -3.91 -0.60 30.00
O -0.20 3.29 25.85
H -0.70 3.41 26.65
H -0.60 2.54 25.42
O -6.73 1.40 35.92
H -5.98 1.97 36.12
H -7.14 1.80 35.16
O -3.26 -0.80 34.63
H -3.16 -0.08 34.01
H -3.95 -0.50 35.23
*
```

Population analysis type Mulliken, resulting atomic charges in e: C -0.830; C 0.561; O -0.736; O -0.747; H 0.245; H 0.258; H 0.257; O -0.635; H 0.328; H 0.309; O -0.649; H 0.333; H 0.317; O -0.661; H 0.308; H 0.349; O -0.622; H 0.323; H 0.304; O -0.633; H 0.310; H 0.323; O -0.643; H 0.317; H 0.322; O -0.650; H 0.300; H 0.347; O -0.647; H 0.340; H 0.306; O -0.647; H 0.331; H 0.316; O -0.644; H 0.320; H 0.320; O -0.647; H 0.326; H 0.320


Entry 2:
Below is C2H27BeFO12 as an isolated structure in a non-equilibrium geometry, with properties calculated with ωB97M-V with the def2-TZVPD basis set.

Summary:
**Orbital gap**: 0.30599 Eh
**Highest occupied orbital energy**: -8.52 eV

Geometry as ORCA input:
```
! RIJCOSX wB97M-V def2-TZVPD def2/J DEFGRID3
* xyz 0 1
Be 1.60 2.07 1.44
C 0.89 0.36 -1.70
C 0.12 1.12 -0.58
O 0.83 0.94 0.61
H 0.40 0.28 -2.68
H 1.10 -0.63 -1.29
H 1.91 0.71 -1.86
H -0.74 0.61 -0.51
H -0.10 2.16 -0.90
F 2.01 1.59 2.80
O -0.92 1.18 3.06
H -0.35 0.51 3.51
H -1.42 0.60 2.51
O 0.82 3.49 1.39
H -0.08 3.58 1.73
H 1.31 4.20 1.76
O 0.32 -2.62 -2.78
H 0.06 -2.30 -1.91
H 1.27 -2.62 -2.61
O -3.08 -0.46 -1.85
H -2.74 -0.58 -2.70
H -3.81 -1.08 -1.83
O 1.69 -1.65 0.83
H 1.27 -2.41 0.45
H 1.29 -0.91 0.41
O -2.44 0.02 1.20
H -1.87 -0.20 0.49
H -3.26 -0.45 0.96
O -0.43 -1.54 2.68
H -0.46 -1.38 1.73
H -1.34 -1.61 2.95
O 3.02 2.23 0.40
H 3.88 2.52 0.83
H 3.44 1.46 0.00
O -3.44 2.27 -0.50
H -3.28 1.33 -0.72
H -2.68 2.52 0.01
O -1.23 -2.02 -0.36
H -2.09 -1.68 -0.69
H -1.37 -2.90 -0.13
O 3.02 -2.66 -2.17
H 3.32 -3.45 -2.57
H 3.61 -2.57 -1.43
*
```

Population analysis type Mulliken, resulting atomic charges in e: Be 0.106; C -0.760; C 1.207; O -0.233; H 0.374; H -0.236; H 0.263; H -0.719; H 0.459; F -0.384; O -0.641; H 0.342; H 0.272; O -0.282; H 0.351; H 0.343; O -0.668; H 0.259; H 0.517; O -0.568; H 0.276; H 0.290; O -0.613; H 0.341; H 0.034; O -0.551; H -0.343; H 0.358; O -0.689; H 0.319; H 0.324; O -0.363; H 0.320; H 0.319; O -0.640; H 0.323; H 0.327; O -0.482; H 0.217; H 0.269; O -0.604; H 0.272; H 0.294


Entry 3:
Below is a 12-piece molecular cluster, C2H27NO13 overall in a non-equilibrium geometry, with properties calculated with ωB97M-V with the def2-TZVPD basis set.

Summary:
**Energy above the lowest of the compared OMol25 structures with the same formula, charge and spin**: 37.36 kcal/mol
**Orbital gap**: 0.33980 Eh
**SMILES**: CNC(=O)O.O.O.O.O.O.O.O.O.O.O.O
**Highest occupied orbital energy**: -9.33 eV

Geometry as ORCA input:
```
! RIJCOSX wB97M-V def2-TZVPD def2/J DEFGRID3
* xyz 0 1
C -1.05 -2.43 -1.46
N -0.35 -1.64 -0.36
C -0.67 -0.30 -0.16
O -0.07 0.40 0.70
O -1.75 0.05 -0.95
H -2.02 -2.77 -1.15
H -1.27 -1.71 -2.37
H -0.45 -3.43 -1.56
H 0.20 -2.17 0.36
H -1.92 1.01 -0.88
O -2.74 0.89 2.83
H -2.13 0.86 1.99
H -2.51 1.78 3.14
O -2.38 2.78 -0.95
H -1.51 2.88 -0.77
H -2.39 2.79 -1.89
O 1.00 -1.78 -3.05
H 1.78 -2.19 -3.35
H 1.20 -0.81 -2.78
O 1.60 0.85 -2.84
H 1.33 1.09 -3.74
H 1.01 1.34 -2.15
O 0.53 -2.59 2.19
H 0.82 -1.89 2.73
H 0.93 -3.46 2.25
O 1.38 -0.20 3.52
H 0.79 -0.42 4.23
H 1.10 0.73 3.14
O 2.96 2.08 -0.39
H 3.25 1.24 -0.29
H 3.53 2.74 -0.29
O 0.23 2.44 -1.10
H 1.05 3.12 -0.96
H 0.57 1.66 -0.62
O 3.54 -1.17 -0.27
H 2.64 -1.48 -0.10
H 3.67 -1.25 -1.32
O -1.69 3.18 2.10
H -2.08 3.43 1.26
H -0.73 3.41 2.15
O -2.77 -3.14 0.80
H -2.25 -3.60 1.57
H -2.39 -2.27 0.84
*
```

Population analysis type Mulliken, resulting atomic charges in e: C -1.048; N 0.526; C 0.198; O -0.642; O -0.529; H 0.494; H 0.254; H 0.275; H 0.094; H 0.515; O -0.676; H 0.333; H 0.324; O -0.694; H 0.430; H 0.305; O -0.589; H 0.243; H 0.407; O -0.723; H 0.302; H 0.702; O -0.599; H 0.336; H 0.281; O -0.692; H 0.316; H 0.318; O -0.434; H 0.257; H 0.228; O -0.789; H 0.348; H 0.077; O -0.700; H 0.330; H 0.334; O -0.622; H 0.289; H 0.279; O -0.676; H 0.330; H 0.286


Entry 4:
Below is a 13-piece molecular cluster, C2H28O14 overall in a non-equilibrium geometry, with properties calculated with ωB97M-V with the def2-TZVPD basis set.

Summary:
**Energy above the lowest of the compared OMol25 structures with the same formula, charge and spin**: 0.00 kcal/mol
**Orbital gap**: 0.35638 Eh
**Highest occupied orbital energy**: -10.68 eV

Geometry as ORCA input:
```
! RIJCOSX wB97M-V def2-TZVPD def2/J DEFGRID3
* xyz 0 1
O -23.79 6.93 -10.10
H -23.85 6.07 -10.56
H -24.01 7.75 -10.71
H -24.37 6.93 -9.31
C -25.40 9.27 -13.65
C -25.09 8.63 -12.34
O -24.06 8.92 -11.65
O -25.95 7.80 -11.92
H -24.78 8.85 -14.45
H -25.10 10.32 -13.70
H -26.47 9.18 -13.84
O -26.10 9.85 -17.15
H -26.48 10.71 -17.35
H -26.68 9.46 -16.46
O -22.44 10.96 -12.91
H -22.94 10.25 -12.48
H -22.76 11.77 -12.49
O -24.55 10.90 -9.54
H -24.47 10.30 -10.29
H -25.50 10.90 -9.34
O -25.16 13.04 -13.98
H -24.53 13.34 -14.65
H -24.74 13.24 -13.14
O -26.69 5.50 -13.46
H -26.64 6.41 -13.13
H -25.86 5.09 -13.18
O -28.82 10.86 -12.88
H -29.01 11.48 -12.17
H -28.28 11.36 -13.51
O -22.68 11.09 -15.69
H -22.56 11.04 -14.72
H -23.63 11.18 -15.82
O -21.56 7.35 -12.96
H -22.16 8.10 -12.86
H -21.62 7.10 -13.89
O -27.44 9.59 -9.98
H -26.91 9.01 -10.55
H -28.33 9.50 -10.33
O -27.82 7.89 -15.96
H -27.51 6.99 -16.08
H -28.14 7.91 -15.04
O -28.73 7.88 -13.04
H -27.82 7.76 -12.72
H -28.95 8.81 -12.86
*
```

Population analysis type Mulliken, resulting atomic charges in e: O -0.360; H 0.441; H 0.302; H 0.442; C -0.404; C 1.237; O -0.963; O -1.000; H 0.392; H 0.245; H -0.170; O -0.629; H 0.306; H 0.343; O -0.691; H 0.270; H 0.287; O -0.704; H 0.330; H 0.344; O -0.619; H 0.319; H 0.289; O -0.678; H 0.445; H 0.281; O -0.606; H 0.300; H 0.291; O -0.636; H 0.424; H 0.281; O -0.673; H 0.351; H 0.319; O -0.668; H 0.369; H 0.272; O -0.686; H 0.303; H 0.390; O -0.673; H 0.288; H 0.300


Entry 5:
Below is C2H2BO5 as an isolated structure in a non-equilibrium geometry, with properties calculated with ωB97M-V with the def2-TZVPD basis set.

Summary:
**Energy above the lowest of the compared OMol25 structures with the same formula, charge and spin**: 53.10 kcal/mol
**Orbital gap**: 0.25755 Eh
**Highest occupied orbital energy**: -3.20 eV

Geometry as ORCA input:
```
! RIJCOSX wB97M-V def2-TZVPD def2/J DEFGRID3
* xyz -1 1
B -0.40 0.60 0.04
C 0.83 1.39 -0.03
C 0.77 -1.04 0.02
O 1.90 -1.04 0.42
O -0.03 -1.85 -0.32
O 1.92 1.73 -0.28
O -1.14 0.38 1.35
O -1.20 0.62 -1.11
H -1.29 -0.49 1.26
H -1.35 -0.30 -1.35
*
```

Population analysis type Mulliken, resulting atomic charges in e: B 0.365; C 0.629; C 0.395; O -0.597; O -0.617; O -0.406; O -0.640; O -0.643; H 0.233; H 0.279


Entry 6:
Below is C2H2BaFO as an isolated structure in a non-equilibrium geometry, with properties calculated with ωB97M-V with the def2-TZVPD basis set.

Summary:
**Energy above the lowest of the compared OMol25 structures with the same formula, charge and spin**: 55.18 kcal/mol
**Orbital gap**: 0.23932 Eh
**Highest occupied orbital energy**: -11.80 eV

Geometry as ORCA input:
```
! RIJCOSX wB97M-V def2-TZVPD def2/J DEFGRID3
* xyz 1 1
C 0.55 0.34 0.00
C 1.46 -0.58 -0.02
O -0.21 1.25 0.08
H 1.13 -1.62 -0.01
H -3.39 0.83 0.02
Ba 4.03 -0.12 -0.07
F -3.58 -0.10 -0.01
*
```

Population analysis type Mulliken, resulting atomic charges in e: C 0.859; C -1.362; O -0.405; H 0.270; H 0.398; Ba 1.638; F -0.399


Entry 7:
Below is C2H2BaLiO2 as an isolated structure in a non-equilibrium geometry, with properties calculated with ωB97M-V with the def2-TZVPD basis set.

Summary:
**Orbital gap (spin up / spin down)**: 0.28493 / 0.28171 Eh
**Highest occupied orbital energy (spin up / spin down)**: -15.99 / -15.99 eV

Geometry as ORCA input:
```
! RIJCOSX wB97M-V def2-TZVPD def2/J DEFGRID3
* xyz 2 2
H 2.47 -1.51 -1.58
O -1.29 0.89 0.12
C -0.98 -0.28 0.46
C 0.33 -0.81 0.45
O 1.25 -0.08 -0.05
Li -3.21 1.23 0.10
Ba 0.91 2.41 -0.23
H 0.52 -1.85 0.74
*
```

Population analysis type Mulliken, resulting atomic charges in e: H 0.021; O -0.833; C 0.252; C 0.136; O -0.696; Li 0.924; Ba 1.795; H 0.400


Entry 8:
Below is C2H2Br2ClNO2 as an isolated structure in a non-equilibrium geometry, with properties calculated with ωB97M-V with the def2-TZVPD basis set.

Summary:
**Energy above the lowest of the compared OMol25 structures with the same formula, charge and spin**: 66.33 kcal/mol
**Orbital gap (spin up / spin down)**: 0.27408 / 0.29215 Eh
**Highest occupied orbital energy (spin up / spin down)**: -9.38 / -9.75 eV

Geometry as ORCA input:
```
! RIJCOSX wB97M-V def2-TZVPD def2/J DEFGRID3
* xyz 0 1
C -0.08 -0.23 -0.03
C 0.77 0.54 -2.22
N -0.24 -1.48 -0.61
O -1.27 -1.64 -1.25
O 0.68 -2.31 -0.62
Cl 2.13 -0.43 -2.57
Br -0.67 0.13 -3.33
Br 1.14 2.35 -1.96
H -1.05 0.30 -0.15
H 0.86 -0.18 0.49
*
```

Population analysis type Mulliken, resulting atomic charges in e: C -0.718; C -0.015; N 0.832; O -0.522; O -0.552; Cl -0.007; Br 0.098; Br 0.043; H 0.425; H 0.417


Entry 9:
Below is a 2-piece molecular cluster, C2H2Br2I2 overall in a non-equilibrium geometry, with properties calculated with ωB97M-V with the def2-TZVPD basis set.

Summary:
**Energy above the lowest of the compared OMol25 structures with the same formula, charge and spin**: 11.10 kcal/mol
**Orbital gap**: 0.28583 Eh
**SMILES**: Br/C=C\I.BrI
**Highest occupied orbital energy**: -9.13 eV

Geometry as ORCA input:
```
! RIJCOSX wB97M-V def2-TZVPD def2/J DEFGRID3
* xyz 0 1
Br 0.19 1.48 -2.14
C 0.85 0.05 -0.98
C 1.00 0.22 0.34
I 0.23 1.84 1.38
H 1.10 -0.68 -1.68
H 1.38 -0.51 0.90
Br -1.69 -1.99 1.70
I -3.05 -0.41 0.47
*
```

Population analysis type Mulliken, resulting atomic charges in e: Br -0.146; C -0.254; C -0.732; I 0.143; H 0.417; H 0.565; Br -0.112; I 0.117


no.,E (Eh)
1,-1069.36110
2,-1109.99309
3,-1125.21554
4,-1146.36022
5,-478.57822
6,-277.71125
7,-260.21288
8,-5890.64218
9,-5820.78056